Record 1
Density functional theory data (the ωB97M-V functional and the def2-TZVPD basis) for a cluster of 2 separate species, C34H56F9NO11P in total.

```
112
Properties=species:S:1:pos:R:3:lowdin_charge:R:1
P -2.108 3.523 -1.252 0.75
F -0.177 2.853 1.229 0.06
F -2.488 -5.061 0.574 0.08
F -5.499 -2.122 1.258 0.07
F 0.776 1.017 0.373 0.08
F -4.082 -5.922 -0.840 0.07
F -3.387 -2.655 1.864 0.07
F -3.745 -3.325 -1.596 0.08
F 0.814 2.914 -0.874 0.06
F -5.747 -3.705 -0.592 0.08
O -1.892 0.132 0.999 0.01
O -4.365 -6.858 1.917 0.07
O -5.628 -4.951 2.074 0.12
O -3.799 3.723 -0.961 -0.16
O -1.720 3.709 -2.928 -0.19
O -1.452 4.740 -0.571 -0.31
O -0.637 -1.854 1.260 -0.19
O -4.715 -2.516 -4.149 -0.22
O -3.619 -0.398 -3.021 -0.20
O -4.673 -0.156 -0.230 0.14
O -3.013 2.237 1.502 0.17
N 4.634 2.113 3.712 -0.18
C -0.017 2.122 -0.006 -0.35
C 4.575 2.979 4.985 -0.08
C 4.319 4.475 4.804 -0.17
C -0.491 0.363 -2.339 -0.14
C -3.710 -0.938 0.004 -0.08
C -2.283 1.515 0.817 -0.29
C 6.822 1.096 3.988 -0.14
C 0.447 -2.845 1.311 -0.21
C -1.812 0.506 -1.448 -0.17
C -0.594 -0.481 -3.695 -0.18
C -5.338 -1.325 -4.671 -0.16
C -1.269 -2.685 -4.918 -0.24
C -2.950 0.821 -2.553 -0.15
C 5.477 5.353 4.331 -0.26
C 6.586 5.501 5.363 -0.09
C -3.864 -4.984 0.237 -0.20
C 6.029 2.042 3.097 -0.09
C -5.152 -3.707 -4.847 -0.24
C 4.449 0.633 4.134 -0.09
C -4.187 -2.332 0.708 -0.17
C 3.915 3.487 1.655 -0.23
C 1.821 -2.033 0.970 -0.08
C 3.517 2.459 2.716 -0.10
C -0.377 -4.014 -5.213 -0.13
C -1.471 1.843 -0.567 -0.14
C 2.765 4.421 1.307 -0.07
C 5.800 0.196 4.669 -0.15
C -1.178 -1.853 -0.107 -0.08
C -2.160 -0.564 -0.284 -0.14
C -4.558 -0.027 -4.076 -0.13
C -4.340 -3.555 -0.322 -0.19
C -4.107 -4.940 -4.724 -0.07
C -0.972 -2.049 -3.474 -0.19
C -4.701 -5.537 1.481 -0.28
H 7.388 1.654 4.739 0.11
H 5.486 2.799 5.560 0.13
H -2.573 1.375 -3.473 0.12
H 1.779 -1.092 1.628 0.06
H 7.053 4.540 5.592 0.06
H 2.521 5.076 2.148 0.08
H -0.150 1.428 -2.644 0.13
H -6.160 -4.105 -4.435 0.13
H 3.453 4.641 4.159 0.10
H 4.207 0.060 3.236 0.13
H 0.462 -3.290 2.368 0.13
H 5.922 1.623 2.094 0.14
H 6.201 5.933 6.290 0.08
H 5.079 6.350 4.117 0.12
H 5.846 0.321 5.754 0.12
H 3.037 5.058 0.462 0.09
H -2.381 -2.845 -5.131 0.08
H 7.548 0.525 3.405 0.13
H 5.983 -0.861 4.463 0.13
H -0.012 -2.555 -3.065 0.12
H -0.271 -1.842 -0.794 0.10
H 6.472 3.034 3.044 0.12
H 0.710 -3.685 -5.341 0.07
H -1.834 -2.165 -2.738 0.09
H 1.788 -1.661 -0.126 0.07
H 2.649 2.762 3.308 0.14
H -4.636 -5.911 -5.019 0.08
H -4.226 4.140 -1.743 0.09
H -0.468 -4.802 -4.390 0.08
H 3.739 2.579 5.566 0.14
H 7.363 6.168 4.981 0.08
H 2.761 -2.653 1.151 0.08
H -0.721 -4.400 -6.248 0.08
H -1.801 4.693 -3.050 0.09
H -3.944 0.470 -4.924 0.14
H 0.481 -0.508 -4.133 0.13
H 3.241 1.536 2.199 0.12
H -5.338 -3.453 -5.954 0.12
H -3.676 -5.049 -3.667 0.07
H 0.423 -0.092 -1.791 0.12
H -3.822 1.457 -2.122 0.13
H -0.907 -1.908 -5.695 0.11
H -3.207 -4.817 -5.434 0.06
H -4.738 -6.928 2.834 0.14
H 0.316 -3.684 0.545 0.12
H -1.229 0.010 -4.521 0.11
H 4.217 2.954 0.747 0.12
H 5.908 4.996 3.395 0.08
H -6.444 -1.207 -4.379 0.14
H 3.631 0.555 4.852 0.14
H -5.289 0.725 -3.581 0.14
H 4.771 4.093 1.946 0.09
H -5.239 -1.288 -5.814 0.13
H -1.706 -2.853 -0.264 0.12
H 4.004 4.858 5.782 0.13
H 1.867 3.862 1.037 0.05
```

Its HOMO energy is -11.29 eV. The value obtained for the molecular weight is 856.774 g/mol. The charge is +1.

Record 2
Density functional theory data (the ωB97M-V functional and the def2-TZVPD basis) for a structure of composition C34H56MgN2O2P3.

```
98
Properties=species:S:1:pos:R:3:lowdin_charge:R:1
P 0.481 -1.314 3.921 0.62
P -2.752 0.688 0.629 1.07
P 2.562 -0.838 -0.180 1.09
Mg -0.195 0.134 0.854 0.38
O -0.343 3.568 2.524 0.12
O 0.199 -0.898 2.468 -0.47
N -0.640 -1.313 -0.691 0.05
N 0.261 1.590 -0.574 0.16
C 4.025 0.765 -2.118 -0.09
C 1.706 -1.552 -1.568 -0.39
C 3.354 -2.590 -0.090 -0.67
C 0.859 3.886 -4.845 -0.05
C -2.371 -2.629 -1.733 -0.08
C -3.907 0.859 2.127 -0.67
C -2.862 1.202 -2.149 -0.07
C 0.899 1.200 -3.961 -0.01
C -2.854 3.172 -0.570 -0.09
C 5.278 0.193 0.023 -0.11
C -3.394 1.747 -0.814 -0.66
C -5.329 0.321 1.922 -0.08
C -4.001 2.341 2.543 -0.09
C 1.967 -2.305 3.948 -0.15
C 0.664 2.263 -3.048 -0.21
C -0.148 -2.730 -2.590 -0.05
C 2.179 -3.577 0.129 -0.10
C -3.073 -1.028 0.024 -0.27
C 0.279 -1.854 -1.571 -0.37
C -4.924 1.747 -0.879 -0.09
C 0.640 0.148 4.953 -0.16
C -0.888 -2.272 4.566 -0.16
C -0.520 2.505 2.170 0.01
C 0.316 2.134 -1.641 -0.07
C 4.065 -2.864 -1.440 -0.09
C 3.545 1.923 0.055 -0.12
C -1.470 -3.140 -2.659 -0.06
C -3.214 0.042 3.236 -0.12
C 0.699 3.583 -3.498 -0.04
C 0.977 2.813 -5.764 -0.05
C 4.278 -2.667 1.117 -0.12
C -1.940 -1.665 -0.828 -0.33
C 3.937 0.590 -0.604 -0.64
C 1.019 1.470 -5.334 -0.04
H 3.790 -2.236 2.002 0.04
H -4.405 2.394 3.565 0.10
H -1.758 3.173 -0.481 0.04
H 4.360 2.655 -0.081 0.09
H 3.758 -2.182 -2.251 0.04
H 5.226 -2.145 0.962 0.05
H -1.284 -2.925 3.779 0.07
H 3.802 -3.875 -1.788 0.09
H -0.291 0.721 4.921 0.05
H 2.635 2.363 -0.363 0.04
H -5.382 2.325 -0.067 0.07
H 4.495 -3.723 1.336 0.08
H 1.462 0.766 4.584 0.07
H 0.984 0.164 -3.657 0.09
H -5.806 0.229 2.908 0.09
H -4.002 -0.993 -0.581 0.08
H 4.789 1.525 -2.354 0.09
H 1.023 3.054 -6.849 0.12
H -3.090 -1.014 2.953 0.07
H 0.569 4.373 -2.766 0.12
H -3.340 -1.682 0.880 0.09
H -3.429 -2.879 -1.765 0.11
H 1.991 -2.907 4.864 0.07
H 3.397 1.807 1.135 0.07
H -5.359 0.737 -0.909 0.08
H 0.846 -0.152 5.986 0.07
H 2.843 -1.649 3.933 0.06
H 1.112 0.668 -6.094 0.12
H 1.458 -3.183 0.862 0.06
H 0.834 4.942 -5.169 0.12
H -1.675 -1.601 4.929 0.05
H -2.224 0.441 3.508 0.05
H -5.350 -0.668 1.450 0.08
H -3.209 1.857 -2.952 0.10
H 4.317 -0.161 -2.631 0.07
H 5.157 -2.791 -1.361 0.08
H 0.634 -3.122 -3.244 0.12
H -3.831 0.063 4.148 0.10
H -3.211 0.185 -2.373 0.09
H 1.973 -2.980 3.082 0.05
H -5.224 2.241 -1.815 0.10
H 1.633 -3.768 -0.804 0.07
H -3.294 3.616 0.336 0.07
H 2.088 -1.235 -2.539 0.04
H -1.766 1.208 -2.190 0.05
H -5.960 1.002 1.341 0.07
H 5.698 -0.719 -0.412 0.07
H 5.170 0.076 1.111 0.08
H -3.141 3.791 -1.434 0.10
H -3.027 2.847 2.558 0.05
H 3.068 1.122 -2.533 0.05
H 6.019 0.994 -0.131 0.09
H 2.551 -4.546 0.491 0.09
H -4.681 2.912 1.897 0.07
H -0.528 -2.887 5.397 0.06
H -1.776 -3.875 -3.389 0.11
```

Its HOMO energy (alpha / beta) is -7.85 / -7.85 eV. Its energy above the lowest of the compared OMol25 structures with the same formula, charge and spin is 0.0 kcal/mol. The value obtained for the molecular weight is 642.061 g/mol. The charge is +1.

Record 3
Density functional theory data (the ωB97M-V functional and the def2-TZVPD basis) for a cluster of 9 separate species, C34H56N2O21 in total.

```
113
Properties=species:S:1:pos:R:3:lowdin_charge:R:1
O 3.286 0.616 2.840 0.10
O 5.652 -5.284 -0.969 0.10
O 4.658 0.609 0.995 0.06
O -0.922 3.257 6.284 -0.08
O 0.224 -0.865 1.608 -0.01
O -0.645 -2.209 0.044 -0.02
O -1.665 1.567 4.738 -0.04
O 0.392 -5.406 -2.669 0.10
O -0.909 2.540 -1.040 0.06
O -2.576 0.748 -2.601 0.14
O 5.946 -3.743 0.692 0.08
O 0.498 1.595 5.274 0.01
O 4.039 -3.764 -0.393 0.08
O -0.655 3.332 -3.161 0.14
O -1.991 -1.286 -3.423 0.09
O -3.431 -0.059 -4.507 0.08
O 0.499 1.613 -2.394 0.11
O -0.930 -5.783 -4.338 0.12
O 4.991 2.007 2.637 0.13
O 0.507 -4.078 -4.357 0.13
O -2.039 -1.646 1.867 -0.03
N -5.913 2.101 2.562 0.14
N -1.601 3.402 2.206 0.19
C -0.677 2.144 5.432 -0.41
C -5.228 1.302 2.065 -0.22
C 1.559 -3.646 -3.547 -0.28
C 5.818 1.339 0.551 -0.29
C 6.013 2.293 1.709 -0.08
C -4.200 0.374 1.538 -0.19
C 1.351 -4.522 -2.261 -0.09
C 2.695 -2.826 1.433 0.02
C 5.586 1.991 -0.804 -0.01
C -2.591 -0.140 -3.439 -0.53
C -3.245 -1.211 -5.308 -0.09
C 1.369 -2.186 -3.331 0.00
C -3.520 4.381 0.667 -0.19
C -4.119 0.288 0.005 -0.23
C -2.464 -2.133 -4.422 -0.31
C -0.239 1.622 -0.230 -0.11
C -0.051 -0.069 2.697 -0.07
C -0.385 2.557 -2.268 -0.61
C 1.593 2.182 5.945 -0.03
C 5.274 -2.546 1.135 -0.04
C -3.020 1.956 4.853 -0.05
C -3.053 5.239 -0.392 -0.28
C 0.579 0.849 -1.216 -0.28
C -2.441 3.822 1.559 -0.18
C -1.729 -2.817 -0.646 -0.02
C 2.059 0.584 -0.821 0.02
C -3.407 -3.174 -3.780 0.00
C -4.932 -0.882 -0.567 -0.07
C 3.885 -2.666 0.465 -0.29
C -0.815 -1.588 1.200 -0.41
C -0.033 -5.112 -3.847 -0.66
C 4.268 1.037 2.198 -0.56
C 5.229 -4.342 -0.266 -0.53
C -2.377 6.480 0.115 -0.09
H 1.581 1.993 7.065 0.13
H 6.179 3.333 1.433 0.14
H -4.152 4.930 1.337 0.12
H -2.599 -0.832 -6.092 0.13
H -0.887 0.621 2.553 0.08
H -3.065 7.285 0.373 0.08
H -4.235 -2.716 -3.241 0.08
H -1.343 -3.382 -1.457 0.06
H 0.019 -0.088 -1.471 0.14
H -3.083 0.099 -0.251 0.06
H -2.812 -3.746 -3.054 0.06
H 1.341 -1.611 -4.238 0.10
H -3.181 2.399 5.820 0.08
H -4.470 -1.837 -0.175 0.10
H 0.330 2.274 0.413 0.13
H 0.746 0.568 2.937 0.07
H -3.777 -3.975 -4.537 0.13
H 2.549 -3.878 -3.958 0.17
H -3.234 2.783 4.087 0.10
H 2.641 -0.071 -1.496 0.07
H -4.283 1.295 -0.493 0.12
H 2.726 -3.810 1.873 0.10
H -4.002 3.479 0.289 0.10
H 6.953 2.039 2.157 0.13
H 5.767 -1.592 0.790 0.13
H 2.582 -2.032 2.135 0.07
H 5.563 1.185 -1.547 0.09
H 1.836 -2.899 0.833 0.04
H 2.154 0.168 0.191 0.07
H -2.249 4.726 -0.921 0.10
H 3.610 -1.880 -0.207 0.12
H -1.749 6.871 -0.645 0.06
H -0.153 -0.713 3.493 0.09
H -3.698 1.126 4.696 0.09
H 0.959 -4.001 -1.369 0.12
H -2.267 -1.979 -1.097 0.08
H -3.187 0.538 1.960 0.10
H 2.145 -1.863 -2.701 0.06
H 6.434 2.653 -1.012 0.10
H 1.673 3.200 5.822 0.07
H 2.468 1.698 5.538 0.09
H -3.862 5.350 -1.110 0.13
H -4.173 -1.579 -5.765 0.15
H 2.649 1.459 -0.831 0.05
H 4.695 2.537 -1.008 0.07
H -1.663 -2.631 -4.873 0.13
H -4.446 -0.500 2.065 0.09
H 0.435 -2.009 -2.765 0.08
H -1.737 6.299 0.992 0.08
H 6.661 0.681 0.550 0.14
H 5.254 -2.620 2.199 0.13
H -2.361 -3.425 0.010 0.12
H -5.937 -0.944 -0.371 0.04
H -4.934 -0.817 -1.623 0.05
H 2.283 -5.103 -2.010 0.15
H -0.883 1.058 0.435 0.11
```

Its HOMO energy is -9.72 eV. Its energy above the lowest of the compared OMol25 structures with the same formula, charge and spin is 17.3 kcal/mol. As for the SMILES: C[C@H]1COC(=O)O1.C[C@H]1COC(=O)O1.C[C@H]1COC(=O)O1.C[C@H]1COC(=O)O1.C[C@H]1COC(=O)O1.COC(=O)OC.COC(=O)OC.CCCC#N.CCCC#N. The value obtained for the molecular weight is 828.815 g/mol.

Record 4
Density functional theory data (the ωB97M-V functional and the def2-TZVPD basis) for a cluster of 2 separate species, C34H56N3O7S in total.

```
101
Properties=species:S:1:pos:R:3:lowdin_charge:R:1
S 1.698 2.066 -5.502 0.81
O 0.159 6.922 -0.802 -0.06
O 0.691 4.131 -3.477 -0.10
O 2.026 11.671 0.765 -0.01
O -4.093 0.902 4.309 -0.16
O 3.340 10.313 -1.341 -0.07
O 1.110 -2.608 4.251 -0.28
O -1.340 8.433 1.062 -0.10
N 1.856 4.942 -5.572 -0.04
N -3.617 -3.253 -2.317 -0.01
N 1.511 6.036 -4.748 -0.05
C -0.260 8.894 0.581 -0.47
C 1.707 8.641 -1.078 -0.02
C -3.287 -2.349 2.254 -0.18
C -0.153 -0.689 -0.842 -0.18
C 2.416 0.444 3.225 -0.20
C 0.375 -4.264 -2.332 -0.21
C 2.303 9.815 -0.804 -0.45
C 0.789 5.598 -3.471 0.01
C 2.913 -1.170 5.416 -0.20
C -3.158 0.171 3.390 -0.23
C 1.030 0.741 2.396 -0.22
C 2.503 -2.605 4.734 -0.23
C 2.093 0.119 4.823 -0.21
C 0.130 -4.125 -0.721 -0.15
C 2.732 -0.254 -4.049 -0.26
C -2.614 -2.242 -1.789 -0.10
C 1.316 -0.294 -0.147 -0.20
C -4.074 -0.939 2.607 -0.18
C 1.541 0.876 -4.021 -0.48
C -1.440 -4.057 -0.249 -0.24
C 2.374 -1.619 -4.883 -0.22
C -2.105 -2.559 -0.244 -0.32
C 1.363 3.762 -4.752 -0.49
C 0.493 8.057 -0.449 -0.35
C 1.703 -3.414 -2.885 -0.18
C 1.609 10.604 0.303 -0.35
C 1.204 -2.555 -4.222 -0.23
C 0.158 -2.990 5.310 -0.13
C -3.119 -4.677 -2.368 -0.16
C -1.130 -1.358 0.291 -0.12
C 1.234 1.052 0.799 -0.19
C -3.488 -2.664 0.662 -0.16
C 0.344 10.061 0.864 -0.01
C -2.296 -5.197 -1.059 -0.13
H 0.281 -0.153 2.601 0.09
H -1.790 -0.508 0.761 0.13
H 0.532 1.704 2.888 0.13
H -0.515 -3.928 -3.010 0.07
H 2.134 8.006 -1.845 0.08
H 0.369 1.776 0.414 0.13
H -2.241 -0.260 3.977 0.12
H -0.416 -1.766 1.149 0.12
H -2.187 -2.401 2.648 0.11
H 0.808 -3.256 -0.330 0.10
H -4.984 -1.194 3.337 0.13
H 2.715 -1.278 6.579 0.11
H 3.033 -0.524 -2.951 0.09
H -0.606 -2.085 5.444 0.10
H 3.336 -2.293 -5.002 0.12
H 0.103 -1.481 -1.667 0.07
H 2.571 -4.143 -3.257 0.12
H 0.602 -5.405 -2.584 0.12
H -3.150 -1.184 -1.731 0.16
H 0.572 -5.122 -0.231 0.13
H 0.454 6.410 -2.687 0.12
H 2.098 -1.270 -5.989 0.12
H 4.087 -0.974 5.319 0.12
H 0.937 -0.109 4.992 0.10
H -1.748 -2.184 -2.575 0.12
H -0.504 -3.928 5.032 0.09
H -4.012 -3.733 0.580 0.11
H 2.727 -3.457 5.512 0.12
H -2.492 -4.869 -3.365 0.14
H -4.571 -3.189 -1.849 0.17
H 2.357 1.039 5.522 0.12
H 1.740 1.536 -3.046 0.10
H -0.591 0.254 -1.385 0.13
H -3.803 -2.968 -3.326 0.17
H -2.849 0.987 2.576 0.13
H -1.443 -4.410 0.893 0.16
H -4.087 -5.366 -2.480 0.14
H 0.224 -1.917 -4.009 0.09
H -1.533 -6.055 -1.368 0.13
H -4.550 -0.407 1.680 0.11
H 3.154 1.381 3.245 0.13
H 0.449 0.398 -3.992 0.08
H -3.065 -5.731 -0.318 0.12
H 3.662 0.254 -4.578 0.11
H -3.883 -3.197 2.847 0.12
H 2.107 -0.038 -1.003 0.09
H 3.055 -0.454 2.805 0.11
H 1.791 -1.229 0.423 0.12
H 0.881 -3.346 -5.054 0.12
H -4.163 1.861 3.964 0.12
H 2.236 1.689 0.690 0.13
H -4.258 -1.918 0.138 0.11
H 3.235 -2.802 3.813 0.13
H 2.106 -2.648 -2.063 0.11
H 0.654 -3.209 6.355 0.10
H -0.112 10.721 1.594 0.09
```

Its HOMO energy is -1.55 eV. The value obtained for the molecular weight is 650.903 g/mol. The charge is -1.